1.
C20H34BN8O5S3Zn | ωB97M-V/def2-TZVPD

Results
* E_HOMO: -0.2155 hartree
* spin multiplicity: 1
* max |F|: 0.0136 Eh/bohr
* charge: -1
* LUMO energy: 2.32 eV
* energy above the lowest of the compared OMol25 structures with the same formula, charge and spin: 35.8 kcal per mole
* energy: -4595.62418 Eh

Last column: Mulliken charge in e.
Element x y z (Å)
1 Zn -0.05 0.61 0.83  0.832
2 C -2.03 -2.77 2.20  -1.183
3 C -1.58 -1.64 3.06  0.095
4 N -0.66 -0.72 2.83  0.646
5 C -0.55 0.01 4.00  -0.425
6 C -1.39 -0.48 4.94  -0.892
7 N -2.03 -1.53 4.34  0.001
8 H -1.65 -2.65 1.19  -0.059
9 H -3.13 -2.81 2.18  0.410
10 H -1.67 -3.71 2.60  0.409
11 H 0.13 0.84 4.07  0.387
12 H -1.59 -0.17 5.95  0.409
13 H -2.80 -2.04 4.72  0.213
14 C 4.69 0.34 3.33  -0.853
15 N 3.28 -0.01 3.35  0.036
16 C 2.95 -1.42 3.63  -0.678
17 C 2.39 0.69 2.67  0.864
18 N 1.54 1.30 2.17  -0.711
19 H 5.12 0.07 4.29  0.305
20 H 4.80 1.41 3.17  0.326
21 H 5.22 -0.19 2.53  0.288
22 H 3.15 -1.62 4.68  0.333
23 H 3.54 -2.08 3.00  0.285
24 H 1.89 -1.58 3.42  0.084
25 C -3.71 3.92 -2.08  -1.806
26 C -3.05 2.61 -2.52  1.799
27 C -4.15 1.58 -2.82  -1.778
28 C -2.22 2.85 -3.78  -1.750
29 N -2.15 2.23 -1.43  -0.300
30 N -1.69 0.89 -1.38  -0.220
31 H -4.35 4.31 -2.87  0.447
32 H -2.93 4.66 -1.86  0.386
33 H -4.29 3.77 -1.17  0.411
34 H -4.78 1.94 -3.63  0.481
35 H -4.78 1.42 -1.94  0.299
36 H -3.72 0.62 -3.12  0.352
37 H -2.83 3.25 -4.59  0.424
38 H -1.75 1.92 -4.13  0.388
39 H -1.42 3.55 -3.55  0.379
40 H -2.50 2.51 -0.53  0.073
41 H -0.99 0.77 -2.10  0.126
42 H -2.43 0.21 -1.53  0.210
43 O 4.78 -0.49 0.08  -0.675
44 S 4.02 -1.71 0.05  1.190
45 O 4.55 -2.79 0.85  -0.729
46 N 2.44 -1.46 0.44  -0.108
47 C 1.65 -1.84 -0.52  0.472
48 S -0.04 -1.70 -0.49  -0.646
49 C 2.34 -2.41 -1.72  0.064
50 C 1.77 -2.95 -2.86  -0.609
51 C 2.62 -3.41 -3.86  -0.584
52 C 4.00 -3.32 -3.72  -0.495
53 C 4.57 -2.78 -2.57  -0.669
54 C 3.71 -2.33 -1.59  0.261
55 H 0.70 -3.01 -2.94  0.420
56 H 2.20 -3.84 -4.76  0.378
57 H 4.65 -3.67 -4.51  0.379
58 H 5.65 -2.72 -2.45  0.427
59 B 2.09 1.38 -3.17  0.311
60 C 1.48 1.37 -1.72  0.298
61 N 1.01 1.30 -0.67  -0.137
62 H 1.50 2.21 -3.83  -0.202
63 H 1.91 0.26 -3.61  -0.185
64 H 3.27 1.63 -3.09  -0.184
65 C -3.79 0.50 1.16  0.222
66 S -2.91 1.83 1.97  0.905
67 O -3.10 1.59 3.39  -0.690
68 O -3.51 3.05 1.46  -0.627
69 O -1.49 1.70 1.54  -0.672
70 H -4.79 0.48 1.60  0.442
71 H -3.25 -0.43 1.32  -0.205
72 H -3.86 0.73 0.10  -0.394



2.
C20H34BrIN8NaO5S | ωB97M-V/def2-TZVPD

Results
* E_HOMO: -0.2017 hartree
* spin multiplicity: 1
* max |F|: 0.0124 Eh/bohr
* charge: -1
* LUMO energy: 2.01 eV
* energy above the lowest of the compared OMol25 structures with the same formula, charge and spin: 0.0 kcal per mole
* energy: -5029.18387 Eh

Last column: Mulliken charge in e.
Element x y z (Å)
1 Na -0.01 -0.70 -0.75  0.768
2 C -0.17 -2.26 2.58  -0.840
3 N -1.49 -1.86 2.13  1.259
4 C -2.21 -2.99 1.58  -1.069
5 C -2.28 -1.22 3.16  -1.331
6 C -1.61 -0.01 3.80  -1.261
7 N -1.05 0.93 2.85  1.033
8 C -2.02 1.42 1.90  -0.968
9 C -0.38 2.01 3.53  -0.983
10 H -0.23 -2.93 3.46  0.256
11 H 0.41 -1.38 2.84  0.019
12 H 0.34 -2.77 1.77  0.143
13 H -2.43 -3.76 2.34  0.348
14 H -1.62 -3.45 0.79  0.144
15 H -3.16 -2.66 1.15  0.141
16 H -2.51 -1.93 3.98  0.435
17 H -3.23 -0.93 2.72  0.482
18 H -0.80 -0.34 4.46  0.482
19 H -2.37 0.48 4.44  0.455
20 H -2.87 1.93 2.40  0.227
21 H -2.41 0.60 1.29  0.074
22 H -1.54 2.13 1.23  0.313
23 H -1.08 2.61 4.15  0.351
24 H 0.09 2.66 2.80  -0.011
25 H 0.39 1.61 4.20  0.275
26 N -1.58 -0.94 -4.64  -0.526
27 C -1.20 0.46 -4.41  -0.582
28 C 0.18 0.63 -3.76  0.627
29 O 0.85 1.61 -4.08  -0.753
30 O 0.49 -0.26 -2.90  -0.753
31 H -1.10 -1.49 -3.93  0.152
32 H -1.18 -1.24 -5.52  0.326
33 H -1.93 0.92 -3.72  0.014
34 H -1.23 1.02 -5.34  0.464
35 Br 2.98 0.45 2.13  -0.137
36 C 3.35 -0.97 0.90  0.000
37 C 4.67 -1.35 0.73  -0.625
38 C 4.91 -2.39 -0.15  -0.436
39 C 3.85 -3.00 -0.79  -0.647
40 C 2.56 -2.55 -0.53  0.753
41 N 2.32 -1.52 0.30  0.310
42 C 1.36 -3.25 -1.18  -0.120
43 O 1.62 -4.07 -2.06  -0.828
44 O 0.23 -2.92 -0.72  -0.519
45 H 5.46 -0.85 1.27  0.437
46 H 5.93 -2.72 -0.33  0.398
47 H 3.97 -3.81 -1.49  0.505
48 N -2.28 -2.62 -1.90  0.180
49 C -2.81 -1.41 -1.69  0.305
50 O -2.28 -0.54 -1.00  -0.437
51 C -4.12 -1.12 -2.38  -1.336
52 I -5.74 -2.12 -1.39  -0.029
53 H -1.35 -2.86 -1.52  0.276
54 H -2.72 -3.25 -2.54  0.224
55 H -4.12 -1.46 -3.41  0.553
56 H -4.34 -0.06 -2.32  0.444
57 C 1.53 6.23 -0.09  -1.262
58 C 1.46 5.02 0.84  -0.247
59 C 1.63 3.71 0.14  0.280
60 N 0.82 2.72 0.27  -0.759
61 N 1.17 1.62 -0.46  0.553
62 C 2.26 1.80 -1.16  -0.115
63 N 2.83 0.84 -1.94  -0.137
64 S 2.96 3.37 -0.94  -0.342
65 H 1.36 7.15 0.46  0.384
66 H 0.78 6.15 -0.88  0.329
67 H 2.51 6.30 -0.57  0.323
68 H 0.49 4.97 1.34  0.232
69 H 2.22 5.11 1.62  0.291
70 H 2.07 0.26 -2.36  0.166
71 H 3.39 1.23 -2.68  0.324



3.
C20H34Cl6F8O4 | ωB97M-V/def2-TZVPD

Results
* E_HOMO: -0.3541 hartree
* spin multiplicity: 1
* max |F|: 0.0581 Eh/bohr
* structure (SMILES): FC(F)C(F)(F)COC(F)(F)C(F)F.C1CCOC1.C1CCOC1.C1CCOC1.ClCCl.ClCCl.ClCCl
* LUMO energy: 0.23 eV
* energy above the lowest of the compared OMol25 structures with the same formula, charge and spin: 66.6 kcal per mole
* energy: -4643.33550 Eh

Last column: Mulliken charge in e.
Element x y z (Å)
1 F 2.01 -5.69 -1.31  -0.284
2 C 1.50 -4.74 -2.13  0.103
3 F 0.44 -4.30 -1.48  -0.245
4 C 2.52 -3.66 -2.65  1.065
5 F 3.37 -4.30 -3.42  -0.272
6 F 3.13 -3.21 -1.59  -0.295
7 C 1.87 -2.57 -3.46  -0.961
8 O 1.59 -3.00 -4.81  -0.404
9 C 0.89 -2.04 -5.58  0.912
10 F -0.29 -1.90 -5.00  -0.265
11 F 1.64 -0.90 -5.51  -0.294
12 C 0.86 -2.25 -7.15  0.189
13 F 0.42 -3.54 -7.39  -0.258
14 F 0.17 -1.33 -7.80  -0.232
15 H 1.09 -5.38 -2.92  0.221
16 H 2.53 -1.71 -3.60  0.360
17 H 0.98 -2.14 -3.00  0.432
18 H 1.87 -2.30 -7.55  0.223
19 C 7.33 3.22 0.87  -0.511
20 C 8.44 3.91 1.67  -0.510
21 C 9.55 4.12 0.62  -0.424
22 O 9.31 3.22 -0.46  -0.413
23 C 8.08 2.52 -0.33  -0.375
24 H 6.55 3.87 0.48  0.275
25 H 6.86 2.47 1.51  0.299
26 H 8.79 3.24 2.46  0.252
27 H 8.26 4.92 2.05  0.301
28 H 10.52 3.95 1.08  0.275
29 H 9.44 5.17 0.34  0.290
30 H 8.26 1.47 -0.11  0.275
31 H 7.37 2.58 -1.15  0.268
32 C -8.91 -2.63 3.17  -0.565
33 C -7.96 -1.59 2.75  -0.318
34 C -7.28 -2.17 1.55  -0.533
35 O -7.64 -3.56 1.49  -0.427
36 C -8.96 -3.73 2.06  -0.450
37 H -9.86 -2.12 3.34  0.338
38 H -8.54 -3.13 4.07  0.209
39 H -7.24 -1.44 3.56  0.261
40 H -8.61 -0.80 2.38  0.280
41 H -6.22 -1.91 1.52  0.309
42 H -7.67 -1.77 0.62  0.285
43 H -9.19 -4.74 2.42  0.331
44 H -9.73 -3.53 1.33  0.281
45 C 0.13 1.21 2.31  -0.532
46 C 0.50 1.52 0.83  -0.489
47 C -0.78 1.55 0.02  -0.448
48 O -1.41 0.40 0.64  -0.412
49 C -1.18 0.43 2.07  -0.346
50 H 0.04 2.12 2.89  0.299
51 H 0.93 0.56 2.68  0.249
52 H 1.18 0.73 0.53  0.175
53 H 1.06 2.44 0.66  0.385
54 H -0.52 1.53 -1.04  0.353
55 H -1.29 2.51 0.10  0.246
56 H -1.25 -0.60 2.41  0.281
57 H -2.01 0.97 2.53  0.238
58 Cl -3.96 -4.74 6.34  -0.164
59 C -4.55 -5.43 4.76  -0.060
60 Cl -4.55 -7.26 4.89  -0.149
61 H -5.52 -4.99 4.52  0.127
62 H -3.80 -5.10 4.04  0.246
63 Cl 3.13 4.63 -3.75  -0.140
64 C 3.96 5.45 -5.12  -0.241
65 Cl 5.48 4.59 -5.54  -0.143
66 H 3.20 5.47 -5.90  0.267
67 H 4.27 6.46 -4.86  0.257
68 Cl -4.97 4.44 4.58  -0.148
69 C -4.13 5.97 4.30  -0.233
70 Cl -3.17 5.77 2.83  -0.131
71 H -4.88 6.75 4.14  0.265
72 H -3.51 6.04 5.19  0.247